Record 1
C45H62BF7N2O2Sb2Si3Y | the ωB97M-V functional and the def2-TZVPD basis

Computed properties:
HOMO-LUMO gap = 8.080 eV
Total charge = +1
Relative energy (zero: lowest compared OMol25 entry of this formula, charge and spin) = 0.0 kcal per mole
Energy = -112202.5323 eV
HOMO level = -10.796 eV

```
125
Properties=species:S:1:pos:R:3:forces:R:3
Y -0.471 0.145 -0.502 -0.06 -0.30 0.41
C -4.390 -0.942 -1.253 0.05 -0.05 -0.08
C -3.304 -1.697 -0.518 -0.16 0.11 0.20
C -2.217 -2.227 -1.240 0.02 0.16 -0.02
C -2.229 -2.109 -2.752 0.12 -0.02 0.03
C -1.246 -2.999 -0.576 -0.01 0.08 -0.17
C -0.095 -3.604 -1.335 0.04 -0.04 -0.04
C -1.440 -3.358 0.762 -0.03 -0.04 0.13
C -0.420 -4.222 1.455 0.07 0.01 0.05
C -2.606 -2.972 1.425 0.01 0.02 0.02
C -2.970 -3.629 2.732 -0.05 0.04 0.08
C -3.480 -2.048 0.831 0.09 -0.07 -0.11
C -4.644 -1.532 1.638 -0.07 -0.01 -0.02
H -5.151 -1.649 -1.598 -0.01 0.01 0.03
H -4.021 -0.416 -2.130 0.02 -0.02 0.08
H -4.896 -0.215 -0.625 0.01 0.04 0.04
H -1.925 -1.128 -3.119 0.00 0.02 0.03
H -3.235 -2.283 -3.135 0.00 -0.02 0.02
H -1.576 -2.844 -3.215 0.05 -0.01 0.00
H -0.420 -4.502 -1.869 0.00 0.00 0.00
H 0.717 -3.896 -0.675 -0.04 0.05 -0.06
H 0.311 -2.916 -2.073 0.01 0.01 -0.04
H -0.415 -5.243 1.066 -0.01 0.01 0.00
H -0.598 -4.272 2.524 0.00 -0.01 0.03
H 0.580 -3.810 1.313 -0.03 0.00 0.04
H -2.497 -3.156 3.594 -0.02 0.00 0.00
H -2.667 -4.675 2.725 0.00 0.02 0.00
H -4.045 -3.612 2.894 -0.01 0.01 0.00
H -5.506 -2.200 1.561 -0.01 0.01 0.00
H -4.973 -0.546 1.320 0.02 -0.01 -0.03
H -4.385 -1.460 2.694 0.01 0.00 0.02
O 0.881 -1.177 0.739 -0.09 0.07 -0.13
N 1.923 -0.710 1.346 -0.08 0.02 -0.05
N 2.054 0.534 1.183 0.04 -0.02 -0.07
O 1.188 1.211 0.469 -0.13 -0.05 -0.14
C 3.189 1.236 1.725 -0.07 -0.02 0.06
C 4.238 0.521 2.285 0.03 0.03 0.02
C 5.310 1.230 2.801 -0.01 -0.03 0.00
C 5.328 2.618 2.747 0.00 0.01 0.00
C 4.270 3.307 2.175 -0.01 0.01 0.01
C 3.183 2.617 1.658 0.04 0.01 0.00
H 4.216 -0.558 2.312 0.00 0.00 0.01
H 6.138 0.692 3.241 0.00 0.00 0.00
H 6.171 3.162 3.151 0.00 0.00 0.00
H 4.278 4.388 2.141 0.00 0.00 0.00
H 2.341 3.134 1.226 0.01 0.00 0.01
F 2.479 4.812 4.777 0.02 0.02 0.00
C 1.574 3.931 4.318 0.02 -0.02 0.01
C 0.675 4.346 3.353 -0.04 -0.01 0.00
C -0.244 3.427 2.868 0.00 0.05 0.02
C -0.267 2.120 3.353 0.02 -0.01 0.05
C 0.653 1.741 4.326 -0.03 -0.02 0.02
C 1.584 2.646 4.818 0.01 0.02 -0.03
Sb -1.708 0.764 2.563 0.21 -0.13 -0.25
C -1.618 -0.667 4.123 -0.02 0.03 0.09
C -2.541 -0.719 5.165 -0.01 -0.01 -0.03
C -2.392 -1.629 6.204 -0.01 0.00 -0.04
C -1.302 -2.476 6.184 0.01 -0.02 0.01
F -1.143 -3.350 7.188 0.00 -0.02 0.00
C -0.370 -2.460 5.164 0.03 0.00 -0.01
C -0.541 -1.552 4.129 -0.02 0.01 0.06
C -3.430 1.882 3.045 -0.01 -0.01 0.03
C -3.603 2.410 4.325 0.00 0.07 -0.03
C -4.722 3.168 4.630 0.00 -0.01 0.01
C -5.653 3.397 3.633 0.00 0.00 -0.02
F -6.738 4.128 3.922 -0.01 0.01 0.00
C -5.502 2.911 2.349 0.00 -0.01 0.00
C -4.379 2.149 2.063 -0.03 -0.01 0.01
H 0.701 5.367 2.999 0.00 0.00 0.00
H -0.956 3.747 2.116 0.01 0.00 -0.01
H 0.642 0.736 4.732 0.01 0.00 -0.01
H 2.305 2.369 5.575 0.00 0.00 0.00
H -3.388 -0.045 5.181 -0.01 -0.04 0.00
H -3.098 -1.684 7.021 -0.01 0.01 0.00
H 0.465 -3.147 5.189 0.00 0.00 -0.01
H 0.179 -1.549 3.319 0.06 0.01 -0.07
H -2.855 2.246 5.092 0.01 0.01 -0.01
H -4.879 3.586 5.615 0.00 0.00 0.00
H -6.250 3.133 1.600 0.00 0.00 0.00
H -4.243 1.773 1.055 0.01 0.00 -0.01
C 4.459 0.436 -1.650 -0.02 0.00 0.00
Si 3.254 1.359 -2.754 0.02 0.03 0.00
C 4.043 1.781 -4.395 -0.01 0.03 0.01
C 2.713 2.960 -1.956 0.05 0.00 -0.03
Sb 1.270 -0.258 -3.118 0.15 0.08 -0.06
Si 0.232 0.740 -5.255 -0.01 0.00 -0.01
C 1.269 0.210 -6.716 -0.01 0.01 -0.02
C -1.516 0.109 -5.458 0.01 0.03 -0.02
C 0.207 2.600 -5.071 -0.02 -0.01 0.03
Si 2.577 -2.342 -3.876 0.10 0.03 -0.01
C 3.366 -3.063 -2.334 -0.06 0.00 -0.03
C 1.401 -3.505 -4.752 -0.08 -0.01 0.03
C 3.930 -1.881 -5.085 -0.03 0.00 0.02
H 5.148 1.137 -1.172 0.00 0.01 -0.01
H 5.052 -0.272 -2.230 0.01 -0.01 -0.01
H 3.952 -0.125 -0.863 -0.01 0.01 0.02
H 4.872 2.474 -4.219 0.01 -0.01 0.00
H 3.332 2.290 -5.049 0.02 -0.01 -0.01
H 4.436 0.914 -4.923 0.00 -0.03 -0.01
H 3.614 3.479 -1.612 0.01 0.00 -0.03
H 2.059 2.816 -1.101 -0.02 -0.02 0.02
H 2.208 3.611 -2.671 -0.04 -0.01 0.01
H 1.294 -0.877 -6.817 0.01 0.01 0.00
H 2.294 0.575 -6.646 0.01 0.00 0.01
H 0.833 0.617 -7.633 0.00 0.00 0.00
H -1.556 -0.972 -5.608 0.00 0.00 0.01
H -1.961 0.586 -6.336 0.01 -0.01 -0.02
H -2.140 0.367 -4.601 0.00 0.04 -0.01
H 1.120 2.994 -4.627 0.01 0.00 -0.03
H -0.630 2.918 -4.447 0.01 0.01 0.01
H 0.087 3.059 -6.056 -0.02 0.00 0.00
H 2.722 -3.008 -1.457 -0.03 -0.01 0.01
H 4.277 -2.507 -2.110 0.03 0.01 0.03
H 3.646 -4.108 -2.486 -0.01 0.00 -0.04
H 0.429 -3.609 -4.268 0.05 -0.01 0.01
H 1.852 -4.499 -4.816 0.00 0.00 -0.02
H 1.231 -3.153 -5.772 -0.01 -0.01 0.01
H 4.746 -1.344 -4.600 0.01 0.01 0.02
H 3.555 -1.272 -5.907 0.01 -0.01 -0.01
H 4.347 -2.796 -5.516 0.00 -0.01 0.03
F -1.642 2.547 -0.054 -0.06 -0.01 0.05
B -1.633 2.468 -1.458 0.03 0.01 -0.03
F -0.258 2.195 -1.777 0.01 -0.01 0.00
F -2.180 3.478 -2.132 -0.04 -0.01 -0.01
F -2.244 1.164 -1.730 -0.02 -0.05 0.00
```
Positions in Å, forces in eV/Å.



Record 2
C45H62Ge2N10O4RbS | the ωB97M-V functional and the def2-TZVPD basis

Computed properties:
HOMO-LUMO gap (spin up / spin down) = 7.591 / 6.252 eV
Relative energy (zero: lowest compared OMol25 entry of this formula, charge and spin) = 0.0 kcal per mole
Energy = -195282.1186 eV
HOMO level (spin up / spin down) = -7.370 / -7.411 eV
Spin multiplicity = 2

```
125
Properties=species:S:1:pos:R:3:forces:R:3
Rb -0.615 -0.122 0.017 0.18 -0.53 -0.11
C -1.051 -3.758 0.795 -1.11 -0.41 0.04
N -0.471 -4.479 1.904 0.07 -0.80 0.64
C 0.068 -5.774 1.512 1.09 -1.33 0.91
C 0.420 -3.744 2.705 0.28 0.01 -1.56
N 0.817 -2.651 2.213 0.30 1.10 -1.71
C 1.486 -1.641 2.831 0.16 1.47 0.93
C 1.121 -1.288 4.132 -0.78 -1.84 -0.34
C 1.664 -0.266 4.865 -0.47 0.98 1.61
C 2.635 0.506 4.281 0.10 1.09 0.34
C 3.004 0.314 2.938 0.26 -1.09 0.22
C 4.064 1.148 2.443 -0.28 -0.04 -0.15
C 4.415 1.056 1.125 -0.81 -1.04 0.27
C 3.728 0.087 0.307 1.66 1.20 -0.85
C 2.802 -0.766 0.790 -1.84 -1.22 -0.61
N 2.021 -1.498 -0.182 2.01 -1.22 -0.44
C 2.703 -2.365 -0.904 0.44 0.47 0.88
N 2.303 -2.664 -2.173 -0.61 -0.22 -0.47
C 1.157 -1.893 -2.673 0.80 0.04 0.33
C 2.253 -4.048 -2.647 -0.99 0.68 1.75
N 3.901 -3.057 -0.499 -2.71 0.85 -0.59
C 5.135 -2.801 -1.186 0.77 1.67 1.21
C 3.928 -3.506 0.854 1.47 -1.83 0.35
C 2.415 -0.766 2.158 0.36 1.28 1.09
N 0.906 -4.314 3.823 -0.58 -1.53 1.73
C 2.250 -4.204 4.370 0.13 2.19 0.60
C 0.001 -5.104 4.652 0.81 -1.67 0.97
H -1.801 -4.431 0.335 0.60 0.26 -0.09
H -0.303 -3.391 0.101 0.16 -0.09 -0.36
H -1.645 -2.918 1.133 0.19 0.16 0.14
H -0.618 -6.615 1.326 -0.61 0.87 -0.27
H 0.615 -6.210 2.390 0.00 0.63 -0.91
H 0.754 -5.713 0.629 -0.34 0.11 0.60
H 0.375 -1.955 4.590 0.30 0.51 -0.10
H 1.224 -0.083 5.902 0.99 -0.10 -1.47
H 3.095 1.382 4.767 -0.32 -0.66 0.07
H 4.542 1.819 3.188 -0.34 -0.35 -0.88
H 5.173 1.675 0.695 0.37 0.25 -0.19
H 3.963 0.011 -0.782 -0.24 0.24 1.03
H 1.338 -0.855 -2.343 -0.25 -0.29 -0.77
H 0.280 -2.250 -2.146 -0.62 -0.01 -0.21
H 1.080 -2.055 -3.767 -0.04 0.43 0.71
H 3.097 -4.589 -2.364 1.58 -0.72 0.47
H 2.168 -4.049 -3.682 -0.11 0.05 -1.97
H 1.391 -4.593 -2.234 -0.11 0.21 -0.01
H 4.922 -2.234 -2.107 0.30 -0.68 0.19
H 5.709 -3.706 -1.278 0.13 -0.56 -0.74
H 5.820 -2.146 -0.541 -0.83 -0.39 -0.69
H 4.081 -2.738 1.589 0.16 0.58 0.45
H 4.817 -4.195 0.898 -0.71 0.53 0.27
H 3.068 -4.123 1.173 0.09 0.46 -0.54
H 2.982 -3.731 3.658 -0.94 -0.44 0.62
H 2.602 -5.187 4.632 0.15 -0.51 0.07
H 2.236 -3.562 5.343 0.12 -0.96 -1.58
H -1.024 -5.088 4.341 -0.39 0.41 -0.54
H 0.018 -4.784 5.717 0.20 0.12 -0.59
H 0.270 -6.215 4.681 -0.03 1.26 -0.13
N -4.849 6.343 0.261 -0.73 0.03 -0.05
C -4.669 4.953 0.179 0.04 0.62 -0.73
C -3.821 4.269 1.019 -0.03 -1.57 0.20
C -3.662 2.886 0.850 -0.38 0.12 0.67
C -4.427 2.191 -0.102 2.93 0.01 1.67
C -5.221 2.877 -0.908 -1.28 2.70 -1.67
C -5.274 4.263 -0.847 -0.31 -0.27 0.36
S -4.361 0.478 -0.324 -0.45 -1.38 2.45
O -3.804 0.147 -1.640 -0.29 0.06 0.47
O -5.715 0.088 0.014 0.26 -0.34 -1.04
N -3.313 0.064 0.848 -0.62 0.92 -1.55
C -3.434 -1.002 1.607 0.56 -1.52 1.54
N -4.271 -2.076 1.369 0.37 3.15 -2.27
C -4.257 -3.061 2.165 0.88 -0.59 1.68
C -3.401 -3.135 3.284 -1.62 -1.23 -1.33
C -2.491 -2.159 3.363 0.02 1.87 0.90
N -2.527 -1.044 2.660 -0.47 0.64 -2.46
H -4.659 6.656 1.195 0.06 0.41 0.25
H -5.789 6.658 -0.030 0.93 -0.36 0.25
H -3.390 4.764 1.862 0.49 0.20 0.34
H -3.088 2.303 1.566 0.15 0.24 -0.28
H -5.831 2.412 -1.619 -0.66 -0.83 -1.05
H -5.841 4.869 -1.516 -0.58 -0.07 -0.63
H -4.897 -3.844 1.849 -0.69 -1.04 0.29
H -3.555 -3.941 3.938 0.46 -0.94 0.89
H -1.747 -2.029 4.094 0.92 -0.81 1.30
O -0.659 1.317 2.374 0.52 0.32 0.46
H -0.133 1.433 3.186 -0.26 -0.16 -0.50
H -1.205 0.528 2.529 -0.48 -0.21 0.45
O -2.313 -2.214 -1.432 0.41 0.93 0.32
H -2.526 -3.050 -1.828 -0.47 -0.24 -0.27
H -3.022 -1.550 -1.587 0.15 -0.51 -0.13
C 1.948 5.356 -1.709 0.21 -1.51 -1.74
Ge 0.535 4.379 -0.804 -0.70 1.11 0.49
C 1.169 3.840 0.914 -0.69 1.05 0.53
C -0.903 5.703 -0.358 -0.43 -0.69 -3.14
Ge -0.323 2.564 -2.126 -1.20 0.80 -0.79
C -1.720 3.144 -3.412 -1.11 -1.40 -0.46
C -2.737 2.240 -3.824 0.67 0.52 0.66
C -3.548 2.521 -4.926 0.85 0.99 0.53
C -3.394 3.734 -5.627 0.36 -1.42 1.51
C -2.388 4.596 -5.199 -2.42 1.75 -2.21
C -1.624 4.322 -4.141 1.91 -1.08 2.00
C 1.076 1.931 -3.279 0.05 -0.69 0.62
C 0.941 1.484 -4.576 0.70 -0.62 -1.22
C 2.016 0.893 -5.278 -0.05 0.25 0.77
C 3.247 0.759 -4.603 -1.04 1.44 -0.20
C 3.385 1.242 -3.305 -0.23 -0.42 0.91
C 2.270 1.732 -2.614 1.06 0.16 -0.27
H 1.728 5.211 -2.812 0.55 0.50 1.09
H 2.934 4.893 -1.489 -0.55 0.53 -0.16
H 1.877 6.389 -1.435 0.21 0.57 0.10
H 1.650 4.652 1.436 0.44 0.52 -0.10
H 1.804 3.019 0.929 1.24 -1.66 0.01
H 0.318 3.635 1.526 -0.73 -0.53 0.39
H -0.925 5.784 0.680 -0.11 0.41 1.80
H -1.889 5.314 -0.728 0.79 0.46 0.43
H -0.702 6.665 -0.882 -0.13 -0.58 0.57
H -2.929 1.367 -3.192 0.04 0.12 -0.54
H -4.309 1.809 -5.121 -0.73 -0.36 -0.54
H -4.110 3.994 -6.365 -0.25 0.28 -0.75
H -2.386 5.611 -5.631 0.38 -0.61 0.02
H -0.841 4.965 -3.830 0.52 1.03 0.05
H -0.009 1.616 -5.048 -0.46 0.01 -0.44
H 1.938 0.579 -6.333 -0.12 0.22 0.74
H 4.118 0.555 -5.170 0.71 -0.75 -0.34
H 4.341 1.178 -2.775 -0.22 0.02 -0.35
H 2.308 2.052 -1.570 0.49 -0.18 -0.14
```
Positions in Å, forces in eV/Å.



Record 3
C45H64FN9O4PS | the ωB97M-V functional and the def2-TZVPD basis

Computed properties:
HOMO-LUMO gap = 6.295 eV
Total charge = -1
Energy = -92140.8491 eV
HOMO level = -4.578 eV

```
125
Properties=species:S:1:pos:R:3:forces:R:3
C 4.695 1.225 2.406 -0.16 0.21 -0.20
C 3.911 0.737 1.459 0.13 0.12 0.68
C 3.590 1.484 0.224 0.66 -0.53 -1.86
O 4.005 1.099 -0.857 -0.66 0.62 1.36
O 2.865 2.620 0.362 0.05 -0.11 -0.16
C 1.418 2.376 0.351 0.36 -0.21 0.85
C 0.811 2.779 1.691 0.39 0.34 -0.26
C -0.184 3.917 1.588 -0.11 -0.29 -0.03
C -1.540 3.477 1.034 -0.12 0.54 0.56
C -2.689 3.766 2.004 -0.23 -0.44 -0.52
C -3.934 2.961 1.614 0.53 0.19 0.07
P -3.976 1.229 2.419 0.85 1.27 2.03
S -5.078 0.296 0.587 -0.87 -1.20 0.88
O -6.506 0.500 0.736 -0.23 0.80 -0.81
O -4.750 -1.103 0.559 0.67 -0.65 -0.57
F -4.595 0.838 -0.885 -0.33 0.20 -0.20
H 5.087 2.223 2.342 0.13 0.32 -0.01
H 4.967 0.645 3.264 0.07 -0.26 0.31
H 3.533 -0.262 1.575 -0.18 -0.40 -0.30
H 1.018 2.931 -0.484 -0.15 0.08 -0.29
H 1.282 1.313 0.219 -0.20 -0.27 -0.48
H 1.637 3.108 2.308 0.31 -0.04 0.28
H 0.387 1.899 2.155 -0.31 -0.12 0.25
H -0.333 4.323 2.579 -0.03 0.19 0.35
H 0.279 4.707 1.004 0.00 0.24 -0.20
H -1.548 2.412 0.850 0.10 -0.31 -0.27
H -1.781 4.001 0.119 0.04 -0.05 -0.52
H -2.376 3.522 3.013 0.04 -0.02 0.34
H -2.934 4.823 1.967 0.12 0.35 0.16
H -4.823 3.491 1.931 -0.40 -0.02 0.20
H -3.951 2.945 0.525 -0.18 -0.32 -0.21
H -5.275 1.545 3.006 -0.21 -0.14 -0.41
H -4.100 -0.105 2.967 0.04 -0.11 -0.38
H -2.703 0.860 1.806 -0.10 -0.10 -0.35
H -3.316 1.671 3.636 -0.02 0.01 -0.12
N 7.167 -2.160 3.633 -0.06 -0.01 0.06
C 5.990 -2.462 3.004 0.01 0.06 -0.07
C 5.416 -3.511 3.669 0.00 -0.02 0.03
C 6.281 -3.854 4.745 -0.01 -0.01 -0.01
C 7.351 -3.002 4.696 0.04 0.03 -0.01
H 7.800 -1.434 3.355 0.03 0.03 -0.02
H 5.667 -1.906 2.141 0.00 -0.01 -0.02
H 4.481 -3.980 3.415 -0.01 0.00 0.00
H 6.133 -4.636 5.470 -0.01 -0.01 0.01
H 8.224 -2.923 5.321 0.01 -0.01 0.01
N 12.036 -3.474 1.081 -0.05 -0.01 0.03
C 11.653 -2.164 1.178 0.04 0.01 -0.03
C 10.425 -2.133 1.782 -0.03 -0.05 0.04
C 10.053 -3.477 2.064 -0.03 0.03 0.01
C 11.068 -4.279 1.620 0.08 0.01 0.00
H 12.895 -3.794 0.677 0.05 -0.01 0.01
H 12.282 -1.372 0.810 -0.01 0.02 -0.01
H 9.857 -1.242 1.995 0.01 0.03 -0.03
H 9.144 -3.813 2.536 -0.01 0.00 -0.01
H 11.184 -5.348 1.641 -0.05 -0.02 0.02
N -9.476 -0.206 -2.344 0.03 0.04 -0.05
C -8.226 0.236 -2.003 -0.02 -0.05 -0.03
C -7.643 0.739 -3.135 -0.05 0.04 -0.09
C -8.581 0.602 -4.198 0.08 0.01 0.05
C -9.703 0.014 -3.678 -0.02 0.04 0.03
H -10.126 -0.628 -1.709 -0.02 0.00 0.05
H -7.847 0.155 -0.997 0.04 0.02 0.02
H -6.653 1.159 -3.192 0.02 -0.01 0.04
H -8.445 0.897 -5.225 -0.01 0.00 -0.01
H -10.634 -0.262 -4.139 -0.02 0.00 -0.05
N 3.417 5.237 -2.917 0.06 0.05 0.01
C 3.863 6.448 -3.373 -0.09 -0.03 -0.06
C 4.411 7.117 -2.313 0.02 -0.01 0.05
C 4.292 6.272 -1.174 0.02 0.03 -0.03
C 3.675 5.118 -1.579 -0.05 -0.07 -0.02
H 2.967 4.539 -3.479 -0.02 -0.04 -0.01
H 3.754 6.724 -4.408 0.01 0.02 0.00
H 4.849 8.100 -2.348 0.00 0.01 0.00
H 4.622 6.487 -0.171 0.00 0.00 0.02
H 3.400 4.227 -1.038 0.06 0.09 -0.02
N 8.655 4.593 -5.666 -0.04 0.02 0.03
C 8.343 5.910 -5.458 0.02 -0.03 -0.02
C 7.169 5.956 -4.754 0.04 0.02 -0.04
C 6.757 4.615 -4.527 -0.04 -0.03 0.01
C 7.694 3.798 -5.100 0.03 0.00 -0.04
H 9.463 4.261 -6.157 0.04 -0.02 -0.02
H 8.980 6.695 -5.825 0.00 0.02 0.00
H 6.659 6.848 -4.434 -0.02 -0.01 0.04
H 5.875 4.291 -4.002 0.01 0.03 0.05
H 7.760 2.725 -5.152 -0.02 -0.01 0.01
N 1.044 2.362 6.751 0.07 0.02 0.03
C 1.872 2.059 5.707 -0.05 -0.05 -0.04
C 2.786 3.071 5.588 0.04 0.01 0.02
C 2.500 4.020 6.607 0.01 0.01 -0.01
C 1.420 3.554 7.307 -0.03 -0.03 0.01
H 0.275 1.798 7.058 -0.05 -0.01 -0.02
H 1.737 1.156 5.137 0.00 0.01 -0.04
H 3.570 3.126 4.851 0.00 0.00 -0.02
H 3.024 4.941 6.800 0.00 0.01 0.00
H 0.887 3.966 8.146 0.00 0.02 0.00
N 10.776 -7.905 -1.498 0.03 -0.05 0.05
C 10.689 -9.223 -1.141 0.00 0.02 -0.05
C 11.242 -9.358 0.103 0.01 -0.01 0.02
C 11.679 -8.069 0.514 0.01 0.00 0.01
C 11.375 -7.195 -0.496 0.03 0.00 -0.08
H 10.449 -7.518 -2.362 -0.04 0.03 -0.02
H 10.240 -9.947 -1.798 -0.01 -0.02 0.01
H 11.323 -10.276 0.659 0.00 -0.01 0.01
H 12.159 -7.815 1.444 0.00 -0.01 0.01
H 11.531 -6.135 -0.588 -0.03 0.02 0.00
N -13.730 -3.873 -3.938 0.07 0.00 0.00
C -12.382 -3.947 -3.711 -0.06 -0.02 -0.02
C -11.919 -2.676 -3.504 -0.07 -0.04 0.05
C -13.036 -1.800 -3.607 0.04 -0.02 0.01
C -14.136 -2.570 -3.874 -0.02 0.05 -0.06
H -14.332 -4.653 -4.123 -0.06 -0.01 0.02
H -11.869 -4.894 -3.717 0.03 0.00 0.00
H -10.898 -2.407 -3.300 0.06 -0.02 -0.02
H -13.031 -0.728 -3.495 0.00 0.01 0.00
H -15.169 -2.305 -4.023 -0.01 0.02 0.00
N -18.432 -5.163 -2.402 0.04 0.04 0.01
C -17.084 -5.233 -2.168 -0.04 -0.02 -0.05
C -16.627 -3.959 -1.960 0.01 -0.03 0.05
C -17.744 -3.086 -2.071 0.00 0.01 -0.02
C -18.841 -3.858 -2.343 -0.01 -0.03 -0.01
H -19.027 -5.946 -2.588 -0.03 -0.03 0.00
H -16.571 -6.179 -2.167 0.01 0.00 0.03
H -15.608 -3.682 -1.751 0.01 0.02 0.02
H -17.740 -2.015 -1.962 0.01 0.01 0.01
H -19.873 -3.594 -2.498 -0.01 0.02 0.00
```
Positions in Å, forces in eV/Å.



Number 1: strongest force on any atom 0.010 Eh/bohr. Number 2: strongest force on any atom 0.076 Eh/bohr. Number 3: strongest force on any atom 0.049 Eh/bohr.